{"formula": "C38H47Cl2IN2O4SiTa", "method": "the ωB97M-V functional and the def2-TZVPD basis", "symbols": ["C", "C", "C", "O", "C", "C", "H", "C", "H", "C", "Cl", "O", "H", "C", "H", "H", "H", "H", "H", "C", "C", "C", "H", "C", "N", "C", "H", "H", "C", "H", "H", "H", "H", "H", "C", "H", "C", "C", "C", "C", "H", "H", "C", "C", "I", "O", "H", "O", "H", "C", "H", "H", "H", "H", "H", "H", "H", "H", "H", "H", "H", "C", "C", "H", "C", "C", "C", "C", "H", "C", "H", "Cl", "H", "C", "H", "H", "C", "C", "H", "H", "H", "H", "H", "H", "Si", "C", "C", "H", "C", "H", "C", "N", "C", "C", "H", "Ta"], "positions_angstrom": [[5.568405, 1.175118, 0.577806], [-1.353215, -2.178601, -0.889729], [0.167658, 3.052112, -2.013192], [-1.608125, -0.386633, 1.557066], [-3.450011, 3.824791, 0.174060], [-0.869559, -1.891875, -3.553306], [-3.550167, -6.650766, -0.719114], [0.127583, -2.195389, 4.243068], [2.910512, 3.625527, 0.918596], [0.309616, 1.879563, -1.130953], [-3.683399, 0.094939, 3.512430], [0.985775, -1.045137, 0.933513], [5.513292, 0.463988, -2.372608], [-2.112131, 1.745481, -0.064123], [4.590580, -1.367541, 0.636717], [-4.494891, -2.345018, 1.819714], [0.709444, 3.929581, -1.648976], [-5.061525, -3.782719, -0.158713], [1.052149, -2.733256, 4.416251], [0.933938, -1.671306, 2.015171], [-3.905186, -3.225757, 1.565534], [3.022744, 0.822268, -3.428524], [1.967667, 1.094099, -3.500227], [-0.806099, -2.099165, 5.226574], [-3.179062, -4.633850, -0.352467], [-4.026477, -3.526307, 0.080864], [-4.536097, -5.913816, 0.542745], [3.897768, 0.099374, 2.451338], [-0.577636, -0.891287, -2.652093], [3.422623, 0.776844, -4.447141], [4.319227, 3.972926, -2.752513], [3.064317, -1.100095, -0.219395], [6.181054, 0.989228, -0.299833], [3.555091, 1.809778, 2.211785], [-4.402576, 3.298494, -0.734067], [-1.635287, -3.898275, -3.754020], [3.431595, 0.819434, 1.769917], [-2.235022, -0.799633, 3.780087], [-3.527056, -5.975682, 0.134831], [-2.172422, -4.559584, -1.245990], [2.361894, 0.592444, 1.731067], [4.604307, -0.848528, -1.045561], [-2.549967, -6.495069, 1.178042], [3.677814, 3.240193, -3.246700], [0.132676, 2.474214, 2.261903], [1.592276, 1.251587, -0.850903], [-3.790279, -2.640979, -0.508054], [-1.611146, -5.541586, -1.707003], [-0.893076, 3.301293, -2.051724], [-4.237475, 2.050513, -1.251167], [-4.494678, 5.690885, 0.432329], [-4.265251, -4.061510, 2.167129], [3.081706, -0.182219, -3.000668], [-2.521446, -5.844557, 2.053843], [5.937021, 2.164764, -2.124002], [1.761286, -2.359792, 2.217608], [3.986950, 3.191318, -4.296350], [4.257596, 3.967961, -0.167418], [-0.658363, -1.742380, -4.602547], [2.614179, 4.293722, -0.692563], [2.660038, 3.623606, -3.223948], [5.310083, 1.483474, -2.702347], [-1.692354, -3.213058, -1.732375], [-0.942921, 5.238509, 2.774432], [-2.740093, 5.628182, 1.631873], [-1.462882, 3.619667, 1.488696], [-1.632717, 4.853168, 2.035250], [3.228754, 3.595867, -0.123845], [-3.008509, 0.311501, -1.376891], [4.081802, -0.728198, -0.094046], [-1.548644, -6.564231, 0.754488], [-0.554566, -2.832807, 6.773528], [5.629715, 1.558619, -3.746828], [4.105868, 0.726346, 0.390104], [-2.726210, -1.291825, 5.786053], [-1.510561, -2.248066, 0.178395], [-1.993954, -1.382404, 4.994259], [-0.092560, -1.570639, 2.991566], [-2.849686, -7.491612, 1.503891], [6.009627, 0.612060, 1.406586], [-5.262685, 3.903605, -0.994872], [-2.880649, 6.613762, 2.054144], [-4.969957, 1.638699, -1.933552], [0.504691, 2.842429, -3.031940], [3.207610, 1.872530, -0.810571], [3.820876, 1.846991, -2.610616], [-1.419056, -3.073035, -3.087587], [-2.864570, -3.038043, 1.844201], [-3.627078, 5.115965, 0.732748], [-0.154249, 0.052789, -2.960388], [-3.094959, 1.288982, -0.912799], [-0.799417, -1.029969, -1.331492], [-1.305789, -0.888606, 2.709499], [-2.322248, 3.034338, 0.524214], [5.646331, 2.235581, 0.833137], [-0.280202, 0.551694, 0.138687]], "atomic_forces_ev_per_a": [[-0.060, -0.005, 0.103], [0.146, 0.146, 0.040], [0.170, 0.069, -0.029], [0.130, 0.008, -0.098], [-0.058, 0.015, -0.033], [0.009, -0.032, -0.060], [-0.005, -0.008, -0.027], [0.159, -0.053, -0.035], [-0.014, 0.026, -0.012], [-0.515, -0.055, 0.141], [-0.019, -0.015, 0.003], [-0.026, -0.126, 0.311], [0.018, 0.046, -0.016], [-0.161, 0.222, 0.067], [-0.024, -0.001, -0.024], [0.009, 0.000, 0.014], [0.006, -0.014, -0.016], [-0.011, -0.013, -0.012], [-0.018, 0.011, -0.011], [-0.111, -0.025, -0.168], [0.047, -0.018, 0.044], [0.018, 0.009, -0.067], [-0.003, -0.002, -0.003], [-0.078, 0.015, 0.072], [0.002, -0.005, 0.160], [0.014, 0.048, -0.082], [-0.002, 0.007, 0.002], [-0.008, 0.004, 0.000], [-0.018, 0.016, 0.163], [-0.020, -0.011, 0.035], [-0.017, -0.016, -0.009], [0.030, -0.010, 0.009], [-0.001, -0.010, -0.007], [0.010, 0.016, 0.010], [0.002, 0.025, 0.013], [0.016, 0.009, 0.004], [-0.062, -0.021, -0.011], [-0.054, 0.041, -0.054], [-0.003, 0.036, -0.022], [-0.074, -0.039, -0.154], [0.273, 0.056, 0.023], [-0.021, -0.011, 0.067], [0.004, 0.007, 0.012], [0.025, -0.041, -0.037], [-0.065, 0.019, -0.034], [-0.220, -0.045, 0.204], [0.003, -0.042, 0.010], [0.033, 0.016, 0.057], [0.017, -0.001, 0.005], [0.030, 0.015, 0.031], [0.008, -0.007, 0.003], [0.015, 0.015, 0.002], [0.001, 0.017, -0.004], [0.002, -0.008, -0.015], [-0.005, 0.000, -0.028], [0.020, -0.010, 0.045], [-0.019, 0.003, 0.044], [-0.042, -0.003, 0.006], [-0.008, -0.008, 0.009], [0.027, 0.004, 0.024], [-0.121, 0.012, 0.009], [0.036, -0.042, -0.032], [-0.001, -0.069, -0.013], [-0.017, 0.001, -0.007], [-0.007, -0.009, -0.016], [0.078, -0.076, 0.032], [-0.024, 0.101, 0.030], [-0.041, 0.152, 0.023], [0.019, 0.001, 0.007], [0.035, -0.049, -0.031], [-0.008, -0.002, 0.007], [-0.012, 0.022, -0.057], [-0.017, -0.007, 0.026], [0.046, -0.033, 0.052], [0.008, 0.002, -0.014], [-0.018, 0.028, -0.020], [-0.012, -0.031, 0.088], [0.109, -0.054, -0.020], [0.010, 0.012, -0.002], [-0.009, 0.006, -0.012], [0.016, -0.015, 0.003], [-0.004, -0.004, -0.006], [-0.007, 0.006, -0.003], [0.040, 0.016, -0.023], [0.125, -0.133, -0.101], [-0.007, 0.037, -0.032], [-0.030, -0.030, -0.073], [-0.050, 0.008, -0.001], [-0.005, -0.011, 0.003], [-0.004, 0.027, 0.012], [-0.013, -0.012, -0.008], [-0.063, -0.191, -0.070], [-0.114, 0.056, 0.015], [0.015, -0.021, 0.012], [0.001, -0.039, 0.001], [0.540, 0.075, -0.440]], "mulliken_charge": [-1.96, -0.59, -1.49, 0.35, 1.13, -1.29, 0.45, -1.32, 0.31, 0.34, -0.17, -0.39, 0.32, 0.58, 0.54, 0.42, 0.17, 0.39, 0.48, 0.02, -0.68, -1.68, 0.21, 0.05, 0.17, -0.89, 0.40, 0.53, -0.21, 0.55, 0.34, -0.03, 0.38, 0.29, -0.97, 0.58, -1.27, 0.86, -0.83, 0.13, -0.38, 0.23, -1.07, -1.76, 0.18, 1.83, 0.41, -0.65, 0.47, -1.13, 0.43, 0.45, 0.31, 0.25, 0.38, 0.46, 0.52, 0.41, 0.49, 0.36, 0.25, -1.89, 0.70, 0.45, -0.72, 0.50, -0.68, -1.27, 0.21, -1.37, 0.31, -0.20, 0.52, 2.09, 0.50, 0.33, -0.40, 1.06, 0.40, 0.50, 0.38, 0.42, 0.47, 0.28, -0.76, 2.43, -0.38, -0.04, -0.96, 0.42, -0.07, 0.16, -0.94, 0.00, 0.34, -0.47], "charge": 1, "energy_ev": -93911.14275, "spin_multiplicity": 1, "relative_energy_kj_mol": 10.2, "orbital_gap_ev": 6.22}

---

{"formula": "C38H47ClN2O4ReS2SeSi2", "method": "the ωB97M-V functional and the def2-TZVPD basis", "symbols": ["H", "H", "C", "H", "H", "H", "H", "C", "H", "O", "H", "C", "H", "C", "H", "H", "H", "H", "O", "H", "H", "C", "Se", "H", "H", "C", "C", "C", "C", "H", "Si", "C", "C", "C", "H", "C", "C", "H", "C", "H", "N", "C", "S", "Si", "C", "H", "H", "H", "C", "O", "S", "H", "H", "C", "H", "H", "H", "H", "C", "H", "H", "H", "C", "H", "C", "Re", "H", "C", "C", "H", "C", "H", "H", "C", "H", "C", "C", "C", "C", "C", "Cl", "C", "H", "C", "C", "C", "C", "H", "N", "H", "H", "H", "H", "H", "C", "O", "H", "C"], "positions_angstrom": [[-2.524761, 3.319417, -0.620788], [-5.273402, 3.180422, 1.638580], [-0.762619, 3.946830, -2.843101], [-4.209492, -4.225131, 3.839459], [-1.461343, -2.822807, -2.961881], [-0.811724, -2.694728, 5.411833], [-2.593272, -5.713975, -0.839438], [2.254246, -0.716649, -3.518081], [3.176008, 4.574260, 3.602827], [0.234728, -0.509480, 2.281776], [5.821465, -1.944623, -4.349217], [-0.072614, -1.368128, 3.230840], [-2.975579, -3.248567, 4.712371], [2.105261, 1.850891, -0.084837], [-2.776318, 2.017936, 3.929041], [1.541704, -0.479202, 8.238266], [0.177125, -2.844864, -3.567688], [1.246810, 4.192749, -5.553112], [2.316456, 1.531778, -1.223250], [-3.026985, -1.240256, -4.347254], [-2.504314, 4.460601, 0.853188], [3.744235, 3.668702, -0.076466], [-2.501839, 0.164676, 0.426095], [3.870067, 3.372654, -1.101868], [-1.146842, -3.203188, -4.762082], [0.622974, 3.707395, -4.774011], [-4.872702, 2.253195, 1.330288], [-0.436397, -0.902945, -5.832979], [-2.121859, -4.694611, 3.425207], [-3.208676, -4.979134, 5.172226], [-2.968915, 2.141145, 1.451565], [-2.821939, -4.608187, 0.979479], [-2.125512, -5.580221, 0.054797], [-0.450491, 2.615926, -2.523835], [-2.374971, -0.171440, -2.998980], [4.438181, -0.356954, -4.508984], [2.794863, 2.968011, 0.657872], [-1.157634, -4.555691, 3.956534], [-0.813808, -2.557606, -3.909675], [5.033942, 0.258997, -5.200993], [-0.807646, -2.395536, 2.993836], [0.222900, 1.761736, -3.432951], [2.275356, -1.507531, 0.237276], [0.462969, -0.133419, -3.198507], [2.711317, -1.912596, -3.020336], [-3.276977, -3.821993, 0.380049], [-1.167602, -5.150543, -0.259680], [1.669582, 0.464736, 4.082179], [3.231351, 0.169388, -4.061334], [0.148098, -0.143657, -1.583448], [-0.909472, -2.422107, 0.166215], [-2.371025, 0.451054, -4.670403], [1.851731, 2.613672, 2.560942], [4.481240, 4.653991, 0.483296], [-0.146398, -2.021680, 7.834628], [-0.530306, 2.257248, -1.532393], [4.132633, -3.471905, -3.117199], [-2.309459, -5.818424, 3.289564], [4.800665, -1.607314, -4.132103], [2.510204, 0.934219, 6.336478], [-0.322772, 5.613828, -4.091308], [2.050969, -2.502368, -2.297957], [1.382256, -0.173189, 4.859397], [-5.327753, 1.439669, 1.876672], [1.296467, -0.649460, 7.232226], [0.384488, -0.525604, 0.319781], [-3.629957, -5.196363, 1.521344], [-2.234791, 3.449538, 0.416472], [3.446665, 4.206655, 2.631993], [1.077690, 1.737760, -5.456049], [-2.390598, 2.676832, 3.142256], [-1.025170, -0.147843, -6.348257], [0.636048, -0.756830, -6.009294], [0.302529, -1.622084, 6.930949], [-5.054496, 2.043417, 0.282216], [1.778202, 0.129969, 6.185915], [-0.144968, 4.483031, -3.942656], [4.255513, 4.986619, 1.798679], [0.685886, 2.349060, -4.628671], [-0.867937, -1.067367, -4.364342], [5.218938, 6.294523, 2.428876], [-2.296299, -0.475381, -4.112146], [-1.299239, 2.603923, 3.223164], [-3.221399, -4.236831, 4.343921], [0.409493, -1.146949, 4.572841], [-1.278925, -2.970461, 1.905081], [3.941208, -2.408985, -3.326642], [5.241057, 5.237783, -0.024802], [-2.079020, -4.047691, 2.102898], [-1.113692, 3.303009, 0.510658], [-1.902935, -6.530936, 0.599918], [3.008189, 1.240995, -4.161371], [-1.542126, 4.439890, -2.264797], [-2.614320, 3.727823, 3.284340], [-0.072892, -1.938236, 5.637354], [1.021197, 1.266547, 0.667429], [-0.695612, -1.758419, -6.450307], [2.614889, 3.217591, 2.054385]], "atomic_forces_ev_per_a": [[-0.026, 0.278, -0.130], [-0.616, 1.179, 0.285], [-0.284, -1.617, 0.406], [0.502, -0.035, 0.364], [0.905, 0.889, -1.847], [-0.033, 0.039, 0.123], [-1.941, -0.706, -2.266], [0.153, 2.622, 0.247], [0.425, -0.110, 0.589], [0.610, 0.294, 0.735], [-0.501, -0.192, -0.242], [0.976, 1.722, -1.580], [-0.235, 0.255, 0.162], [-3.951, -1.461, 1.742], [-0.143, 0.416, 0.095], [0.385, 0.324, 1.183], [0.272, -0.253, -0.419], [-0.757, -0.284, 0.242], [0.927, 0.577, 0.241], [-0.469, 0.148, -0.191], [0.316, -0.793, -0.779], [-0.746, -1.048, -0.438], [0.025, 0.957, 0.814], [0.063, -0.032, -0.305], [0.280, 0.213, 0.701], [1.134, 1.245, -1.574], [1.173, -0.949, -0.168], [-0.275, -0.352, -0.317], [0.146, -1.456, -0.739], [-0.381, 0.629, -0.204], [-0.594, -1.264, -0.678], [-1.596, -1.045, 1.346], [2.958, 0.014, 2.768], [1.147, -0.364, -0.938], [-0.149, -0.678, -1.572], [-0.250, 1.816, -0.257], [0.060, -0.504, 1.065], [-0.441, -0.127, -0.645], [-1.363, -0.429, 1.020], [0.159, -0.282, 0.733], [-2.030, -3.238, -0.194], [-0.020, 0.232, -1.207], [0.948, -0.402, 0.084], [-0.937, 1.230, 1.809], [-2.014, -1.779, 1.276], [-0.030, 0.234, 0.274], [0.070, -0.043, 0.312], [0.629, 0.696, -1.161], [-1.441, -0.660, -0.422], [-0.295, -1.189, -1.026], [-1.122, -3.141, 1.445], [-0.473, 0.041, -0.262], [0.474, 0.421, 0.056], [0.735, 1.350, 0.387], [-0.208, -0.691, -0.363], [-0.994, -0.564, 0.851], [0.452, 0.749, 0.301], [0.574, 1.333, -0.245], [0.624, -2.271, 0.895], [-0.328, -0.344, 0.044], [0.578, -1.882, -0.177], [0.785, 0.672, -1.347], [-0.790, 0.219, 1.959], [-0.171, -0.226, 0.325], [-1.253, -0.243, -1.878], [-1.440, -0.341, 0.329], [0.372, 0.771, -0.904], [1.224, 1.454, 0.367], [-1.770, 0.434, -0.932], [0.151, 0.270, 0.563], [0.631, -0.951, 0.492], [0.280, 0.722, 0.255], [-0.122, 0.193, 0.179], [0.892, 0.509, 0.576], [-0.243, 0.197, -0.284], [0.276, -0.667, -1.126], [-0.914, 2.949, 0.093], [0.255, -1.029, 0.789], [-0.349, -0.974, 0.339], [0.705, 0.318, 1.418], [-0.076, 0.199, 0.394], [1.715, 0.292, 1.958], [-0.037, -0.126, -0.201], [-0.359, -0.279, 0.235], [0.512, -0.082, 0.210], [1.631, 2.353, -0.654], [1.451, -0.033, -1.271], [-0.177, -0.208, -0.339], [0.146, -0.618, -0.466], [-1.114, 0.300, -0.243], [-0.243, 0.497, -0.661], [-0.047, -0.629, -0.337], [0.640, 0.339, 0.119], [-0.430, 0.189, 0.259], [-0.103, 0.551, 0.591], [4.026, 3.976, -1.398], [-0.025, -0.760, 0.119], [0.919, 0.043, -1.773]], "mulliken_charge": [-0.03, 0.38, -0.28, 0.41, 0.10, 0.17, 0.46, 1.19, 0.35, -0.39, 0.31, -0.43, 0.22, 0.31, 0.29, 0.42, 0.18, 0.26, -0.39, 0.48, 0.43, -0.55, -0.33, 0.46, 0.39, -0.76, -1.24, -1.58, -0.60, 0.30, 0.50, -1.05, -1.06, 0.61, 0.17, -0.88, -0.02, 0.37, -1.09, 0.31, 0.05, 0.29, -0.51, -1.84, 0.12, 0.48, 0.21, 0.61, -0.07, 2.19, -0.22, 0.41, 0.35, -0.59, 0.33, -0.01, 0.34, 0.42, -0.34, 0.35, 0.20, 0.40, -0.48, 0.29, -0.69, -0.94, 0.38, -0.44, -0.96, 0.36, -1.05, 0.35, 0.21, -0.35, 0.22, -0.51, -0.43, 0.56, -0.53, 2.14, -0.26, -1.77, 0.17, -1.09, 0.52, -0.05, -1.11, 0.37, 0.36, -0.11, 0.30, 0.44, 0.34, 0.37, -0.48, -0.11, 0.43, -0.05], "charge": -2, "energy_ev": -168767.67212, "spin_multiplicity": 4, "relative_energy_kj_mol": 195.9, "orbital_gap_ev": [3.69, 5.35], "s2": 3.79}